Computed, not measured: C33H38ClFeN4S3Se2 as an isolated structure, with wB97M-V/def2-TZVPD.

XYZ file:
```
82
Properties=species:S:1:pos:R:3:lowdin_spin:R:1
Fe 0.1538 -0.2209 2.2263 1.09
C -2.7341 -2.3697 2.0317 0.00
Se -1.7175 -1.3433 3.3319 -0.03
C -2.9722 0.1463 3.4494 0.00
C -2.2885 1.3192 4.1099 0.00
Se -0.7586 1.9191 3.0460 -0.06
C 0.1875 2.7176 4.5423 0.00
H -2.7977 -1.8395 1.0864 0.00
H -3.7219 -2.5368 2.4550 0.00
H -2.2303 -3.3215 1.8972 0.00
H -3.8298 -0.1765 4.0385 0.00
H -3.3089 0.3789 2.4391 0.00
H -1.9022 1.0560 5.0953 0.00
H -2.9675 2.1639 4.2208 0.00
H 0.3937 1.9939 5.3246 0.00
H -0.4550 3.5084 4.9243 0.00
H 1.1102 3.1519 4.1647 0.00
S 1.7827 0.9760 1.1481 -0.01
C 1.0283 1.8118 -0.1134 0.00
N 1.5418 2.8822 -0.6779 -0.01
C 0.8760 3.5319 -1.8123 0.00
C 0.2945 2.4605 -2.6900 0.00
N -0.6252 1.6539 -1.8806 0.00
C -1.9333 1.3476 -2.4977 0.00
C -2.7386 2.6103 -2.6585 0.00
C -3.0213 3.1098 -3.9228 0.00
C -3.7487 4.2843 -4.0632 0.00
C -4.1876 4.9649 -2.9395 0.00
C -3.9062 4.4699 -1.6712 0.00
C -3.1862 3.2957 -1.5305 0.00
C -0.3106 1.3135 -0.6512 0.00
S -1.2747 0.3471 0.3397 0.02
C 2.8453 3.4629 -0.2922 0.00
C 3.8793 3.1856 -1.3532 0.00
C 4.2174 1.8735 -1.6772 0.00
C 5.1604 1.6228 -2.6594 0.00
C 5.7754 2.6789 -3.3206 0.00
C 5.4456 3.9857 -2.9984 0.00
C 4.4949 4.2386 -2.0182 0.00
H 1.6248 4.1124 -2.3469 0.00
H 0.0978 4.2012 -1.4359 0.00
H 1.0803 1.8137 -3.0891 0.00
H -0.2715 2.8887 -3.5136 0.00
H -2.4337 0.6182 -1.8660 0.00
H -1.7285 0.8863 -3.4653 0.00
H -2.6885 2.5737 -4.8043 0.00
H -3.9738 4.6638 -5.0503 0.00
H -4.7572 5.8776 -3.0479 0.00
H -4.2606 4.9966 -0.7956 0.00
H -2.9812 2.9008 -0.5408 0.00
H 3.1210 3.0547 0.6773 0.00
H 2.6845 4.5371 -0.1852 0.00
H 3.7590 1.0457 -1.1473 0.00
H 5.4291 0.6037 -2.9028 0.00
H 6.5170 2.4804 -4.0820 0.00
H 5.9270 4.8100 -3.5064 0.00
H 4.2422 5.2617 -1.7644 0.00
S 1.3954 -6.1863 -0.9473 0.00
C 0.9357 -4.6919 -0.1291 0.00
C 0.7713 -4.6093 1.2547 0.00
C 0.4455 -3.3975 1.8184 0.00
N 0.2715 -2.2649 1.1157 0.02
C 0.4399 -2.3542 -0.2041 0.00
C 0.7625 -3.5260 -0.8629 0.00
C 0.2358 -7.3016 -0.1791 0.00
C -1.0622 -7.3957 -0.6610 0.00
C -1.9320 -8.2702 -0.0260 0.00
N -1.5882 -9.0231 1.0133 0.00
C -0.3365 -8.9438 1.4470 0.00
C 0.6171 -8.1028 0.8868 0.00
H 0.8937 -5.4796 1.8838 0.00
H 0.3144 -3.3310 2.8908 0.00
H 0.2965 -1.4443 -0.7691 0.00
H 0.8721 -3.5316 -1.9383 0.00
H -1.3875 -6.8120 -1.5112 0.00
H -2.9533 -8.3707 -0.3752 0.00
H -0.0748 -9.5829 2.2822 0.00
H 1.6308 -8.0905 1.2636 0.00
Cl 2.1478 -1.3727 3.2863 0.05
C 1.0891 -0.1334 3.9383 -0.05
H 1.6801 0.7528 4.1289 0.00
H 0.5780 -0.5178 4.8172 0.00
```

Properties
2S+1: 2
Charge: +2
Calculated total energy: -9220.1328 hartree
LUMO level (alpha / beta): -6.6 / -6.5 eV
Frontier orbital gap (alpha / beta): 6.8 / 6.8 eV
ΔE to the lowest compared entry with this formula, charge and spin: 0.3829 eV

---

Computed, not measured: C41H51N5NaP as an isolated structure, with wB97M-V/def2-TZVPD.

XYZ file:
```
99
Properties=species:S:1:pos:R:3:lowdin_charge:R:1
Na -0.0921 1.1709 -0.6206 0.18
C -1.5247 1.8809 1.9501 -0.17
C -0.5733 3.0027 2.3811 -0.10
C 0.8747 2.9079 1.9460 -0.27
C 1.8673 3.5732 2.6601 -0.02
C 3.1844 3.4581 2.2527 -0.06
C 3.4870 2.6770 1.1451 -0.07
C 2.4414 2.0490 0.4922 -0.12
N 1.1677 2.1684 0.8824 0.08
N -1.9758 1.7975 0.5438 -0.17
C -2.8650 0.6165 0.4207 -0.11
C -2.1972 -0.6638 -0.0959 -0.21
C -2.9082 -1.5573 -0.7802 0.02
C -2.2761 -2.7663 -1.3847 -0.14
C -0.2782 -3.6112 -0.9479 -0.12
C 0.5234 -2.5510 -0.1619 -0.10
N -0.7899 -0.8400 0.0881 0.00
C -2.6721 3.0037 0.0935 -0.12
C -1.7691 4.1881 -0.2107 -0.27
C -2.1813 5.4827 0.0916 -0.03
C -1.3576 6.5447 -0.2360 -0.06
C -0.1441 6.2871 -0.8523 -0.06
C 0.1824 4.9690 -1.1203 -0.11
N -0.6064 3.9385 -0.8137 0.12
H -2.4175 1.9677 2.5896 0.12
H -1.0400 0.9283 2.1850 0.07
H -0.5843 2.9863 3.4737 0.12
H -0.9628 3.9872 2.1097 0.11
H 1.6045 4.1645 3.5292 0.11
H 3.9706 3.9643 2.7992 0.11
H 4.5056 2.5515 0.8014 0.11
H 2.6119 1.4124 -0.3756 0.12
H -3.6694 0.8543 -0.2749 0.11
H -3.3485 0.4148 1.3880 0.13
H -3.9641 -1.3730 -0.9610 0.12
H -2.9344 -3.1801 -2.1470 0.13
H 0.2911 -4.4682 -1.3030 0.13
H 1.5824 -2.7482 -0.0592 0.11
H -3.4525 3.3177 0.8040 0.13
H -3.1777 2.7552 -0.8426 0.13
H -3.1292 5.6456 0.5908 0.11
H -1.6546 7.5607 -0.0053 0.11
H 0.5355 7.0852 -1.1203 0.10
H 1.1237 4.7209 -1.6014 0.12
C 2.9144 -3.1068 2.3250 -0.11
C 2.5986 -1.6379 2.0373 -0.56
C 3.5663 -0.7258 2.7958 -0.13
P 0.8643 -1.0293 2.3080 1.15
C 0.4993 -1.6353 4.0322 -0.55
C -0.6521 -0.8094 4.6241 -0.14
C 0.3483 -3.1352 4.3724 -0.12
C -0.2323 -1.9258 1.0403 -0.38
C -1.2868 -2.7755 1.6852 -0.02
C -1.9635 -3.7136 1.0283 -0.24
C -3.0490 -4.5234 1.6711 -0.04
C -1.7131 -3.9086 -0.4297 -0.14
C -0.8338 -2.5207 -1.9014 -0.08
C -0.0310 -1.4243 -1.1407 -0.36
N 0.6271 -0.4212 -1.8449 0.02
C 0.6593 -0.4067 -3.2363 -0.25
C 1.4684 -1.2724 -3.9896 -0.21
C 2.2799 -2.3212 -3.2785 -0.04
C 1.5347 -1.1459 -5.3774 -0.03
C 0.8203 -0.1774 -6.0668 -0.29
C 0.9233 -0.0386 -7.5659 -0.07
C 0.0050 0.6730 -5.3204 -0.03
C -0.0949 0.5680 -3.9393 -0.18
C -1.0505 1.4687 -3.1766 -0.03
H 3.8888 -3.3719 1.9028 0.08
H 2.1736 -3.7912 1.9109 0.06
H 2.9699 -3.2832 3.4013 0.07
H 2.7578 -1.4373 0.9742 0.09
H 3.5111 -0.8966 3.8747 0.07
H 3.3565 0.3295 2.6082 0.04
H 4.5971 -0.9293 2.4904 0.08
H 1.4088 -1.2761 4.5243 0.08
H -1.5845 -0.9546 4.0686 0.06
H -0.4235 0.2585 4.6081 0.06
H -0.8408 -1.1021 5.6608 0.08
H -0.6878 -3.3757 4.6188 0.07
H 0.9487 -3.3870 5.2501 0.08
H 0.6432 -3.7984 3.5639 0.05
H -1.5519 -2.5731 2.7144 0.08
H -3.1879 -4.2532 2.7186 0.08
H -2.8138 -5.5908 1.6161 0.08
H -3.9999 -4.3817 1.1486 0.08
H -2.0726 -4.8842 -0.7588 0.14
H -0.6931 -2.5325 -2.9798 0.14
H 2.5246 -1.9809 -2.2701 0.07
H 3.2058 -2.5357 -3.8162 0.07
H 1.7300 -3.2635 -3.1819 0.08
H 2.1798 -1.8229 -5.9336 0.11
H 1.5073 -0.8540 -7.9953 0.07
H 1.4076 0.8996 -7.8501 0.07
H -0.0624 -0.0494 -8.0370 0.07
H -0.5889 1.4244 -5.8375 0.11
H -1.7593 1.9318 -3.8658 0.08
H -0.5369 2.2759 -2.6385 0.06
H -1.6166 0.8773 -2.4454 0.07
```

Properties
Calculated total energy: -2370.2842 hartree
LUMO level: 0.2 eV
Frontier orbital gap: 6.2 eV
ΔE to the lowest compared entry with this formula, charge and spin: 0.3476 eV

---

Computed, not measured: a single C22H33N3O4S2 molecule, with wB97M-V/def2-TZVPD.

XYZ file:
```
64
Properties=species:S:1:pos:R:3:nbo_charge:R:1
C -3.6385 -4.1566 1.5005 -0.64
C -2.1948 -3.8694 1.8866 -0.08
H -1.6227 -4.7920 2.0088 0.19
H -2.1576 -3.2812 2.8097 0.20
O -1.5254 -3.1499 0.8502 -0.51
C -1.7406 -1.8297 0.8068 0.81
O -2.3587 -1.2330 1.6635 -0.64
C -1.1338 -1.2028 -0.3628 -0.19
C 0.0254 -1.5566 -1.0301 0.22
N 0.1738 -0.7112 -2.0856 -0.32
C -0.8741 0.1680 -2.1334 0.20
C -1.6894 -0.0916 -1.0589 -0.41
S -3.3077 0.5904 -0.7304 2.34
O -3.5533 1.6612 -1.6600 -0.97
O -4.1966 -0.5350 -0.7392 -0.94
N -3.3627 1.2315 0.7795 -0.88
H -3.1769 0.5288 1.4805 0.44
C -3.0028 2.5905 1.0838 -0.22
C -1.5019 2.8685 1.3121 -0.23
C -0.8573 1.7868 2.1782 -0.41
C 0.6549 1.9652 2.2534 -0.22
N 1.2067 1.9048 0.9134 -0.45
C 2.6416 1.7298 0.8788 -0.20
H 2.9634 1.8710 -0.1575 0.20
C 3.0267 0.3032 1.3141 -0.45
C 4.3577 -0.0877 0.7779 -0.16
C 5.5695 -0.0455 1.3910 -0.27
C 6.6377 -0.4555 0.5579 -0.25
C 6.2268 -0.8024 -0.6848 -0.41
S 4.5234 -0.6353 -0.8627 0.39
H 6.8083 -1.1483 -1.5156 0.24
H 7.6639 -0.4887 0.8769 0.23
H 5.7005 0.2642 2.4126 0.22
H 3.0551 0.2326 2.4024 0.22
H 2.2518 -0.3695 0.9420 0.23
H 3.1802 2.4672 1.5007 0.17
C 0.7434 3.0505 0.1563 -0.21
C -0.7693 2.9680 -0.0242 -0.41
H -1.0039 2.0831 -0.6086 0.22
H -1.1183 3.8432 -0.5747 0.21
H 1.2268 3.0418 -0.8244 0.20
H 1.0112 3.9997 0.6585 0.16
H 1.0792 1.1583 2.8523 0.20
H 0.9040 2.9252 2.7448 0.16
H -1.2824 1.8081 3.1834 0.21
H -1.0517 0.8080 1.7425 0.22
H -1.4201 3.8315 1.8310 0.20
H -3.3574 3.1850 0.2387 0.23
H -3.5665 2.8808 1.9764 0.20
C -1.0230 1.1904 -3.2003 -0.68
H -1.9591 1.7172 -3.0370 0.28
H -0.2019 1.9074 -3.1777 0.22
H -1.0530 0.7234 -4.1846 0.22
C 1.2874 -0.7474 -2.9928 -0.41
H 1.4115 -1.7526 -3.3984 0.21
H 2.2089 -0.4654 -2.4785 0.21
H 1.1148 -0.0554 -3.8121 0.22
C 1.0242 -2.6141 -0.7337 -0.66
H 0.7957 -3.0774 0.2203 0.25
H 2.0336 -2.2030 -0.7072 0.22
H 0.9974 -3.3882 -1.5013 0.23
H -4.1648 -3.2215 1.3231 0.23
H -4.1326 -4.6987 2.3019 0.21
H -3.6723 -4.7513 0.5911 0.21
```

Properties
Calculated total energy: -2119.7333 hartree
SMILES: CCOC(=O)c1c(S(=O)(=O)NCC2CCN(CCc3cccs3)CC2)c(C)n(C)c1C
LUMO level: 0.4 eV
Frontier orbital gap: 8.8 eV

---

Computed, not measured: C13H18Cl5I2OP2Ti as an isolated structure in a non-equilibrium geometry, with wB97M-V/def2-TZVPD.

XYZ file:
```
42
Properties=species:S:1:pos:R:3:nbo_charge:R:1
I -3.0338 0.6802 -0.9694 -0.05
I 2.3495 1.1578 -1.0601 -0.11
Ti -0.3064 0.5548 -0.7299 0.79
P -0.4655 -1.8310 -1.0838 0.87
C -0.8285 -2.8920 0.3345 -0.94
C -1.7868 -2.3790 -2.1927 -0.92
H -1.5682 -3.4436 -2.3968 0.26
H 0.9095 -3.4594 -2.0729 0.27
H -1.7807 -1.7835 -3.1154 0.26
H 1.3066 -1.8134 -2.7094 0.27
H -1.7258 -2.4904 0.8417 0.27
H -2.7535 -2.2566 -1.6740 0.27
C 1.0791 -2.4010 -1.8021 -0.94
H -0.8375 -3.9740 0.1768 0.28
H 1.9173 -2.3062 -1.0948 0.26
H -0.0027 -2.7948 1.0772 0.23
P -0.4829 3.0796 -1.0771 0.91
C -0.6914 3.9837 0.4886 -0.94
C 1.0172 3.8253 -1.8164 -0.94
H -1.8067 3.1796 -3.0929 0.26
H -1.5797 4.8126 -2.3882 0.27
H -2.7711 3.6509 -1.6713 0.26
C -1.7891 3.7522 -2.1546 -0.94
H 1.2696 3.2566 -2.7261 0.25
H 0.8583 4.8847 -2.0677 0.26
H -0.6814 5.0724 0.3110 0.27
H 0.1218 3.7261 1.1876 0.25
H 1.8622 3.7182 -1.1104 0.25
H -1.6475 3.7015 0.9600 0.27
C -0.5668 0.8770 1.2363 0.31
O -0.8531 1.6831 2.0941 -0.43
Cl -1.7742 -1.3042 2.9671 0.17
C -0.0878 -1.3518 2.6873 -0.08
C 0.5734 -0.7043 1.6147 -0.25
C 1.9585 -1.0937 1.5466 0.04
Cl 3.1760 -0.0384 2.1331 0.22
C 2.3615 -2.5339 1.9334 0.02
Cl 3.7818 -3.2895 1.3102 0.21
C 1.7870 -2.9138 3.1665 -0.18
Cl 2.5884 -4.0155 4.1462 0.19
C 0.6719 -2.1986 3.5933 0.02
Cl 0.2313 -2.3274 5.2000 0.26
```

Properties
2S+1: 2
Charge: +2
Calculated total energy: -5009.2181 hartree
LUMO level (alpha / beta): -9.1 / -9.5 eV
Frontier orbital gap (alpha / beta): 5.8 / 5.4 eV
ΔE to the lowest compared entry with this formula, charge and spin: 5.2392 eV